13
Properties=species:S:1:pos:R:3 method="wB97M-V/def2-TZVPD" homo_lumo_gap_ev=10.675 total_charge=0 e_above_lowest_kj_mol=222.0 mol_weight_g_mol=123.54
C 0.8536 0.8188 -1.0479
C 0.5461 -0.5669 -0.5389
Cl -0.7044 -1.2978 -1.3879
O 1.6435 -1.5145 -0.3085
C 1.0271 -1.0520 0.7704
O 0.7541 -1.2661 1.8998
H 0.9851 0.9737 -2.2325
H 1.8017 1.2458 -0.6503
H -0.0315 1.3215 -0.7262
N -1.4995 0.4222 0.9162
H -2.0564 -0.2151 0.3960
H -2.2313 1.1857 1.1239
H -1.0880 -0.0554 1.7860